The following is a quantum chemistry calculation of C2H5CaO as an isolated structure, from OMol25.

Values from the calculation:
Kohn-Sham gap in eV: 4.54
Max |F| in eV/A: 2.856
HOMO energy in eV: -0.968

The geometry in ORCA input format:
```
! RIJCOSX wB97M-V def2-TZVPD def2/J DEFGRID3
* xyz -1 1
C 0.1420 1.3638 -0.4241
C 1.5251 1.3792 -1.0488
H 0.1017 2.0057 0.4759
H -0.6461 1.4616 -1.1936
H 2.2000 2.0621 -0.5102
H 1.4950 1.6396 -2.1179
Ca -1.2150 -1.4800 0.7621
O 0.1555 -0.0213 0.0359
H 1.4428 0.0267 -0.5193
*
```